Record 1
A molecular structure, C84H192AsF6NOP5 at a distorted geometry. Source: OMol25; level of theory: wB97M-V/def2-TZVPD.

Positions of all 290 atoms, in Å:
C1 0.47 -8.01 2.50
C2 -0.06 -7.66 3.83
C3 -1.14 -6.49 3.74
O1 -1.47 -6.20 5.09
C4 -2.56 -5.22 5.28
N1 -0.81 -8.81 4.48
H1 -1.61 -9.19 3.93
H2 -0.20 -9.55 4.85
H3 -1.30 -8.38 5.28
H4 1.07 -8.92 2.40
H5 1.06 -7.25 2.04
H6 -0.42 -8.15 1.90
H7 0.58 -7.29 4.60
H8 -2.01 -6.70 3.16
H9 -0.69 -5.67 3.20
H10 -3.42 -5.46 4.59
H11 -2.21 -4.24 5.16
H12 -2.90 -5.33 6.34
C5 0.53 -1.09 -4.27
C6 0.50 0.22 -3.41
C7 1.31 1.35 -4.00
C8 0.89 1.77 -5.37
P1 1.81 3.25 -6.02
C9 3.50 2.77 -6.12
C10 3.82 1.49 -6.83
C11 5.25 1.31 -7.33
C12 5.43 0.04 -8.11
C13 1.56 4.71 -4.99
C14 2.79 5.60 -5.04
C15 2.51 6.83 -4.19
C16 3.61 7.86 -4.20
C17 1.27 3.62 -7.73
C18 2.21 4.58 -8.50
C19 1.81 4.65 -10.00
C20 0.32 5.08 -10.21
H13 1.57 -1.34 -4.43
H14 0.08 -0.90 -5.23
H15 0.14 -1.98 -3.76
H16 0.81 0.08 -2.36
H17 -0.50 0.50 -3.30
H18 2.38 1.13 -4.02
H19 1.18 2.28 -3.35
H20 -0.17 1.94 -5.55
H21 1.09 1.02 -6.14
H22 3.90 2.72 -5.11
H23 4.04 3.59 -6.60
H24 3.21 1.48 -7.76
H25 3.59 0.60 -6.25
H26 5.90 1.43 -6.45
H27 5.54 2.21 -7.86
H28 6.46 0.03 -8.35
H29 4.83 0.00 -9.10
H30 5.20 -0.88 -7.59
H31 1.38 4.34 -3.97
H32 0.61 5.15 -5.32
H33 2.93 5.83 -6.11
H34 3.76 5.06 -4.81
H35 2.37 6.51 -3.13
H36 1.63 7.29 -4.55
H37 4.59 7.42 -3.94
H38 3.38 8.69 -3.50
H39 3.65 8.36 -5.17
H40 0.21 3.92 -7.73
H41 1.18 2.61 -8.18
H42 3.28 4.33 -8.41
H43 2.12 5.61 -8.17
H44 1.84 3.66 -10.49
H45 2.53 5.30 -10.43
H46 0.27 5.66 -11.12
H47 0.15 5.82 -9.41
H48 -0.38 4.23 -10.17
C21 -5.82 -3.81 -10.50
C22 -6.88 -3.68 -9.40
C23 -6.93 -2.22 -9.01
C24 -5.81 -1.87 -8.03
P2 -6.08 -0.31 -7.19
C25 -4.55 0.19 -6.28
C26 -4.10 -0.76 -5.12
C27 -3.05 -1.82 -5.54
C28 -2.63 -2.75 -4.45
C29 -6.68 1.01 -8.25
C30 -5.62 1.67 -9.19
C31 -5.09 0.70 -10.25
C32 -4.08 1.42 -11.15
C33 -7.45 -0.55 -5.96
C34 -7.36 0.36 -4.75
C35 -8.43 0.08 -3.71
C36 -9.84 0.41 -4.20
H49 -4.94 -3.28 -10.18
H50 -6.10 -3.33 -11.45
H51 -5.57 -4.84 -10.72
H52 -6.69 -4.41 -8.62
H53 -7.90 -3.97 -9.80
H54 -7.86 -2.04 -8.46
H55 -7.06 -1.60 -9.92
H56 -4.79 -1.87 -8.45
H57 -5.71 -2.58 -7.20
H58 -4.88 1.16 -5.84
H59 -3.75 0.37 -7.03
H60 -4.98 -1.28 -4.69
H61 -3.79 -0.11 -4.28
H62 -2.17 -1.40 -6.07
H63 -3.54 -2.44 -6.33
H64 -1.90 -3.47 -4.85
H65 -3.46 -3.34 -4.08
H66 -2.15 -2.25 -3.62
H67 -7.19 1.76 -7.63
H68 -7.47 0.50 -8.87
H69 -4.82 2.08 -8.58
H70 -6.17 2.50 -9.63
H71 -6.02 0.35 -10.81
H72 -4.68 -0.18 -9.81
H73 -3.42 1.96 -10.44
H74 -4.62 2.12 -11.79
H75 -3.45 0.84 -11.85
H76 -7.49 -1.61 -5.65
H77 -8.31 -0.37 -6.61
H78 -7.24 1.43 -4.96
H79 -6.41 0.14 -4.31
H80 -8.24 0.70 -2.83
H81 -8.35 -0.99 -3.33
H82 -10.06 -0.16 -5.10
H83 -9.83 1.52 -4.38
H84 -10.71 0.18 -3.54
C37 -3.18 2.28 -1.38
C38 -3.92 2.51 -0.06
C39 -4.89 1.43 0.35
C40 -4.27 0.08 0.49
P3 -5.31 -1.20 1.06
C41 -4.41 -2.75 0.86
C42 -4.52 -3.39 -0.51
C43 -3.89 -4.74 -0.44
C44 -2.42 -4.75 -0.06
C45 -5.65 -0.97 2.75
C46 -4.45 -0.45 3.60
C47 -4.80 -0.28 5.04
C48 -3.53 -0.01 5.80
C49 -6.84 -1.43 0.13
C50 -7.96 -0.31 0.33
C51 -9.22 -0.85 -0.26
C52 -10.34 0.15 -0.52
H85 -3.82 1.82 -2.16
H86 -2.35 1.63 -1.25
H87 -2.84 3.24 -1.69
H88 -4.40 3.45 -0.24
H89 -3.16 2.63 0.69
H90 -5.69 1.49 -0.40
H91 -5.43 1.65 1.23
H92 -3.39 0.00 1.12
H93 -3.94 -0.30 -0.47
H94 -4.66 -3.42 1.67
H95 -3.37 -2.45 1.06
H96 -4.11 -2.71 -1.22
H97 -5.58 -3.56 -0.78
H98 -4.02 -5.25 -1.39
H99 -4.45 -5.28 0.25
H100 -2.12 -4.04 0.74
H101 -1.77 -4.43 -0.90
H102 -2.10 -5.77 0.17
H103 -6.13 -1.88 3.20
H104 -6.38 -0.15 2.75
H105 -4.14 0.47 3.17
H106 -3.57 -1.10 3.51
H107 -5.28 -1.15 5.47
H108 -5.46 0.61 5.04
H109 -3.77 0.05 6.87
H110 -2.94 0.93 5.74
H111 -2.90 -0.90 5.75
H112 -7.34 -2.35 0.33
H113 -6.53 -1.47 -0.93
H114 -7.70 0.65 -0.07
H115 -8.02 -0.12 1.44
H116 -9.53 -1.60 0.41
H117 -8.98 -1.42 -1.18
H118 -11.30 -0.40 -0.84
H119 -9.99 0.92 -1.23
H120 -10.64 0.67 0.36
C53 -0.92 4.82 -0.16
C54 -0.01 3.69 -0.65
C55 1.28 3.70 0.18
C56 2.13 2.50 0.07
P4 3.71 2.51 0.85
C57 4.59 1.12 0.11
C58 4.57 1.02 -1.43
C59 5.56 -0.03 -1.95
C60 5.37 -0.38 -3.40
C61 3.67 2.50 2.66
C62 3.14 3.76 3.42
C63 3.13 3.43 4.91
C64 1.83 2.76 5.35
C65 4.56 4.00 0.37
C66 5.98 4.13 1.01
C67 6.66 5.45 0.91
C68 6.72 5.96 -0.57
H121 -1.32 4.65 0.84
H122 -1.71 5.00 -0.88
H123 -0.30 5.73 -0.14
H124 0.31 3.79 -1.71
H125 -0.47 2.71 -0.51
H126 0.93 3.81 1.25
H127 1.84 4.60 0.02
H128 2.32 2.24 -0.99
H129 1.55 1.60 0.45
H130 4.30 0.13 0.52
H131 5.63 1.36 0.37
H132 4.76 1.96 -1.92
H133 3.61 0.63 -1.71
H134 5.37 -0.99 -1.40
H135 6.62 0.22 -1.76
H136 6.07 -1.08 -3.75
H137 5.43 0.50 -4.08
H138 4.38 -0.75 -3.56
H139 4.71 2.30 2.98
H140 3.14 1.62 2.96
H141 2.17 4.10 3.05
H142 3.86 4.56 3.14
H143 3.22 4.37 5.47
H144 4.05 2.88 5.19
H145 1.83 1.75 4.90
H146 0.90 3.27 5.06
H147 1.75 2.65 6.42
H148 3.90 4.79 0.62
H149 4.56 4.05 -0.74
H150 6.54 3.31 0.55
H151 5.96 3.90 2.08
H152 7.67 5.45 1.31
H153 6.03 6.19 1.41
H154 7.13 6.95 -0.65
H155 5.81 6.04 -1.16
H156 7.46 5.28 -1.03
C69 9.96 -4.69 10.81
C70 9.27 -3.50 11.48
C71 8.08 -3.01 10.63
C72 7.52 -1.56 11.07
P5 5.75 -1.42 10.79
C73 4.85 -2.49 11.89
C74 5.20 -3.98 11.97
C75 4.11 -4.79 12.65
C76 4.58 -6.21 12.84
C77 5.35 -1.81 9.09
C78 3.85 -2.04 8.77
C79 3.70 -2.68 7.35
C80 3.93 -1.63 6.26
C81 5.26 0.27 11.17
C82 5.42 1.30 10.06
C83 4.50 2.52 10.17
C84 3.06 2.16 9.86
H157 9.99 -4.64 9.72
H158 9.35 -5.62 11.01
H159 10.90 -4.97 11.21
H160 10.04 -2.76 11.64
H161 8.82 -3.77 12.47
H162 7.32 -3.81 10.48
H163 8.41 -2.84 9.61
H164 8.10 -0.79 10.57
H165 7.51 -1.54 12.15
H166 3.80 -2.34 11.62
H167 5.07 -2.13 12.91
H168 6.18 -4.13 12.47
H169 5.38 -4.41 10.94
H170 3.21 -4.70 12.02
H171 3.95 -4.30 13.60
H172 3.80 -6.77 13.39
H173 5.43 -6.25 13.49
H174 4.84 -6.83 11.95
H175 5.84 -2.83 9.02
H176 5.89 -1.22 8.38
H177 3.35 -1.11 8.78
H178 3.29 -2.58 9.57
H179 2.65 -3.10 7.22
H180 4.34 -3.53 7.26
H181 3.68 -2.10 5.34
H182 4.98 -1.42 6.10
H183 3.31 -0.74 6.35
H184 5.83 0.59 12.07
H185 4.23 0.06 11.50
H186 5.36 0.83 9.06
H187 6.46 1.62 10.11
H188 4.77 3.40 9.48
H189 4.62 2.92 11.16
H190 2.92 1.81 8.82
H191 2.27 2.89 10.04
H192 2.77 1.28 10.40
As1 -0.27 -0.91 1.41
F1 -0.74 0.79 1.26
F2 1.05 -0.49 0.35
F3 0.23 -2.57 1.56
F4 -1.64 -1.24 2.52
F5 -1.27 -1.40 0.04
F6 0.79 -0.47 2.78

- orbital gap (Ha) = 0.375
- E_HOMO (eV) = -17.7
- total charge = +5

Record 2
A molecular structure, C13H24N2O6PReS at a distorted geometry. Source: OMol25; level of theory: wB97M-V/def2-TZVPD.

Positions of all 48 atoms, in Å:
Re1 -0.30 -0.07 -0.16
O1 -0.31 -0.53 1.67
N1 -0.87 -1.62 2.16
N2 -1.22 -2.36 1.16
O2 -0.97 -1.88 -0.03
C1 -1.84 -3.64 1.34
C2 -2.07 -4.05 2.66
C3 -2.67 -5.28 2.84
C4 -3.03 -6.04 1.73
C5 -2.80 -5.60 0.43
C6 -2.20 -4.38 0.21
H1 -1.78 -3.44 3.50
H2 -2.86 -5.64 3.84
H3 -3.51 -6.99 1.88
H4 -3.09 -6.21 -0.41
H5 -2.01 -4.01 -0.79
C7 -2.88 4.28 -2.63
C8 -2.02 3.63 -1.53
S1 -0.91 2.51 -2.32
O3 -0.39 1.54 -1.06
C9 0.56 3.47 -2.64
C10 1.27 4.07 -1.43
H6 -3.54 5.00 -2.13
H7 -3.50 3.55 -3.16
H8 -2.29 4.84 -3.35
H9 -2.60 3.00 -0.85
H10 -1.44 4.34 -0.95
H11 0.16 4.21 -3.34
H12 1.18 2.78 -3.22
H13 0.67 4.81 -0.91
H14 2.16 4.57 -1.80
H15 1.59 3.30 -0.73
C11 3.87 0.30 -2.01
O4 2.50 0.42 -1.40
P1 2.02 -0.57 -0.33
O5 2.26 -2.01 -0.83
C12 2.65 -3.22 -0.06
O6 2.80 -0.46 1.00
C13 2.83 0.71 1.90
H16 4.59 0.13 -1.21
H17 4.05 1.24 -2.50
H18 3.84 -0.53 -2.70
H19 2.15 -4.05 -0.55
H20 2.32 -3.11 0.97
H21 3.72 -3.30 -0.12
H22 3.19 0.34 2.85
H23 1.83 1.13 2.02
H24 3.51 1.44 1.48

- orbital gap (spin up / spin down) (Ha) = 0.209 / 0.217
- 2S+1 = 2
- E_HOMO (spin up / spin down) (eV) = -17.7 / -17.7
- total charge = +3
- energy above the lowest of the compared OMol25 structures with the same formula, charge and spin (kcal/mol) = 0.0
- <S²> = 0.763

Q: Which of these has the highest total charge?
A: C84H192AsF6NOP5

Q: Among the records above, which one has the lowest total charge?
A: C13H24N2O6PReS

Q: total charge of number 2 (C13H24N2O6PReS)?
A: +3

Q: The lowest total charge belongs to which entry?
A: C13H24N2O6PReS